A 9-piece molecular cluster, C45H114N6O9S3 overall at a distorted geometry. Source: the Open Molecules 2025 dataset; level of theory: the ωB97M-V functional and the def2-TZVPD basis.

The energy above the lowest of the compared OMol25 structures with the same formula, charge and spin is 3.0 kcal/mol. Its electronic energy is -108384.0920 eV. The structure (SMILES) is CCOS(C)(=O)=O.CCOS(C)(=O)=O.CCOS(C)(=O)=O.CCN(CC)CC.CCN(CC)CC.CCN(CC)CC.CCN(CC)CC.CCN(CC)CC.CCN(CC)CC. As for the LUMO energy: 0.0000 Eh. As for the max |F|: 1.72 eV Å⁻¹.

Cartesian coordinates (Å):
C (-3.59978, -1.78306, -7.04414)
C (-2.67528, -2.01513, -5.87836)
O (-1.36908, -2.21722, -6.43323)
S (-0.05246, -1.82294, -5.57273)
C (-0.13231, -3.17132, -4.34725)
O (1.07117, -1.93438, -6.43713)
O (-0.31328, -0.56247, -4.90150)
H (-3.29624, -0.93408, -7.65756)
H (-4.63388, -1.58164, -6.75376)
H (-3.65821, -2.64692, -7.70654)
H (-2.67626, -1.21798, -5.13264)
H (-2.96698, -2.91207, -5.32196)
H (0.73339, -3.10767, -3.69350)
H (-0.18606, -4.08699, -4.92705)
H (-1.02932, -2.98142, -3.76217)
C (-3.42373, -1.02041, 1.36038)
C (-4.58712, -1.84054, 1.89122)
O (-4.30049, -2.23396, 3.22678)
S (-5.34335, -3.19487, 3.98813)
C (-6.70447, -2.04001, 4.24160)
O (-5.66179, -4.27551, 3.09380)
O (-4.75024, -3.44885, 5.27464)
H (-2.48417, -1.56705, 1.49428)
H (-3.37062, -0.07014, 1.88779)
H (-3.37683, -0.87675, 0.28053)
H (-5.46438, -1.19221, 1.78932)
H (-4.79564, -2.71859, 1.27859)
H (-7.52677, -2.61277, 4.66653)
H (-6.99590, -1.57440, 3.30600)
H (-6.34568, -1.32667, 4.97796)
C (1.46490, 3.13511, -6.68742)
C (0.44106, 1.99728, -6.58811)
O (-0.20004, 1.72734, -7.83677)
S (-1.45088, 2.64795, -8.25047)
C (-2.67600, 2.14298, -7.00210)
O (-1.11789, 4.03185, -8.05359)
O (-1.95102, 2.17539, -9.51342)
H (2.00126, 3.00674, -7.62867)
H (2.12276, 3.12624, -5.81980)
H (1.01630, 4.12558, -6.76201)
H (0.98587, 1.10323, -6.29928)
H (-0.27976, 2.17917, -5.78946)
H (-2.77992, 1.06375, -6.99719)
H (-3.61803, 2.58547, -7.32206)
H (-2.37438, 2.59148, -6.06006)
C (-1.97971, -4.70151, 3.78269)
C (-2.52646, -6.00444, 3.22689)
N (-1.86745, -6.46324, 1.99843)
C (-2.20171, -5.62679, 0.86601)
C (-1.05655, -4.69212, 0.46473)
C (-2.22651, -7.86573, 1.75161)
C (-1.49021, -8.82449, 2.69222)
H (-0.90996, -4.77801, 3.99457)
H (-2.50354, -4.28303, 4.63633)
H (-2.03166, -3.93486, 3.00225)
H (-2.52940, -6.77140, 4.00312)
H (-3.60264, -5.89818, 3.02166)
H (-2.52374, -6.19858, -0.01229)
H (-3.12799, -5.03372, 0.98404)
H (-0.86393, -3.93587, 1.22302)
H (-0.15925, -5.30613, 0.37604)
H (-1.28371, -4.21350, -0.49147)
H (-1.81056, -8.13259, 0.77810)
H (-3.30612, -8.05059, 1.79571)
H (-0.43122, -8.56796, 2.77814)
H (-1.54655, -9.84542, 2.31825)
H (-1.84033, -8.72783, 3.72222)
C (0.75569, 1.32035, -2.11347)
C (0.27931, 0.08719, -1.35764)
N (1.03076, -0.22822, -0.13011)
C (0.91364, 0.83399, 0.86963)
C (-0.48890, 1.24753, 1.33328)
C (0.52457, -1.51340, 0.34981)
C (1.38741, -2.10242, 1.46414)
H (1.81447, 1.26607, -2.35269)
H (0.55364, 2.19695, -1.48995)
H (0.11746, 1.36595, -2.99631)
H (-0.79722, 0.15720, -1.13984)
H (0.41001, -0.74543, -2.05423)
H (1.49150, 0.50507, 1.73689)
H (1.43675, 1.71914, 0.51556)
H (-1.13366, 0.47775, 1.74844)
H (-0.25379, 2.00185, 2.08634)
H (-1.02185, 1.69340, 0.49029)
H (0.42716, -2.22404, -0.47019)
H (-0.48099, -1.39479, 0.78188)
H (2.44616, -2.19272, 1.22019)
H (1.04438, -3.09124, 1.77249)
H (1.33328, -1.46633, 2.34944)
C (-2.43883, 1.07455, 6.00385)
C (-1.59387, 1.32738, 4.74565)
N (-0.15580, 1.10646, 4.80231)
C (0.49603, 2.14527, 5.59438)
C (2.01435, 2.10417, 5.38170)
C (0.10825, -0.25150, 5.32054)
C (-0.69130, -1.33196, 4.58996)
H (-2.53841, 0.01117, 6.23211)
H (-3.44508, 1.45294, 5.82320)
H (-2.02365, 1.48709, 6.92532)
H (-2.01292, 0.69022, 3.95991)
H (-1.83756, 2.31896, 4.35216)
H (0.14561, 3.12635, 5.26601)
H (0.19753, 2.09969, 6.65285)
H (2.51224, 2.98571, 5.77696)
H (2.52631, 1.22171, 5.76379)
H (2.11348, 1.96014, 4.30243)
H (-0.16964, -0.26211, 6.38670)
H (1.17356, -0.47901, 5.31357)
H (-0.52050, -1.27609, 3.51446)
H (-1.76439, -1.23361, 4.74003)
H (-0.44106, -2.31316, 4.99300)
C (-5.18708, 1.21868, -0.51830)
C (-3.95172, 2.09288, -0.49115)
N (-3.81367, 2.89776, -1.68680)
C (-4.05545, 2.28001, -2.97813)
C (-3.10998, 1.15231, -3.35657)
C (-2.62000, 3.74868, -1.71415)
C (-2.35551, 4.50074, -0.40721)
H (-6.00609, 1.88333, -0.81526)
H (-5.49294, 0.88845, 0.47764)
H (-5.16665, 0.32346, -1.13954)
H (-4.07275, 2.74689, 0.37382)
H (-3.06545, 1.47235, -0.27470)
H (-4.08226, 3.09305, -3.71113)
H (-5.10194, 1.95798, -3.01040)
H (-3.32786, 0.32894, -2.66193)
H (-2.07283, 1.46328, -3.28395)
H (-3.37477, 0.63879, -4.28332)
H (-1.71031, 3.17924, -1.94857)
H (-2.81750, 4.49506, -2.48658)
H (-1.54536, 5.22123, -0.45356)
H (-3.25358, 4.97975, -0.00465)
H (-2.17103, 3.75260, 0.37050)
C (4.61301, 2.79682, -2.56724)
C (3.52663, 3.82081, -2.26373)
N (4.00785, 4.86810, -1.38495)
C (4.83062, 5.81783, -2.11367)
C (5.90173, 6.53869, -1.29963)
C (2.94101, 5.51874, -0.63401)
C (2.42409, 4.67745, 0.52655)
H (4.16190, 1.83511, -2.82819)
H (5.32100, 2.59657, -1.76457)
H (5.23889, 3.08651, -3.41615)
H (3.06407, 4.23950, -3.17561)
H (2.72063, 3.26434, -1.78206)
H (5.25893, 5.32737, -2.99084)
H (4.17277, 6.54294, -2.63348)
H (5.38621, 7.10397, -0.51919)
H (6.54240, 5.81376, -0.80022)
H (6.46634, 7.23732, -1.91186)
H (2.11720, 5.67485, -1.35122)
H (3.23329, 6.47224, -0.19622)
H (2.20342, 3.65006, 0.23511)
H (1.53383, 5.13514, 0.95481)
H (3.21010, 4.52754, 1.27133)
C (4.23896, -0.18817, 3.78586)
C (5.66565, -0.64657, 3.61085)
N (6.22289, -0.22499, 2.33136)
C (5.55483, -0.82981, 1.18446)
C (5.83158, -0.12104, -0.12492)
C (7.66893, -0.42239, 2.29094)
C (8.19067, -1.87147, 2.38898)
H (3.95786, 0.03879, 4.81307)
H (3.54447, -0.98501, 3.49176)
H (3.91227, 0.65932, 3.18186)
H (6.29028, -0.22841, 4.40748)
H (5.79324, -1.73092, 3.75563)
H (5.79153, -1.90255, 1.11427)
H (4.48714, -0.78896, 1.40212)
H (6.85732, -0.29726, -0.46334)
H (5.17454, -0.37304, -0.95523)
H (5.78071, 0.96115, 0.02052)
H (8.13505, 0.11659, 3.11729)
H (8.08260, -0.01464, 1.36663)
H (9.28050, -1.87771, 2.41858)
H (7.84064, -2.54644, 1.60986)
H (7.88380, -2.28143, 3.35631)